Entry from the Open Molecules 2025 dataset: a cluster of 2 separate species, C4H6NOPS in total in a non-equilibrium geometry (the ωB97M-V functional and the def2-TZVPD basis).

Values from the calculation:
Relative energy (zero: lowest compared OMol25 entry of this formula, charge and spin): 256.3 kJ/mol
HOMO-LUMO gap: 7.42 eV
Net charge: 0
DFT total energy: -27903.6978 eV
Max |F|: 3.961 eV/A

Element x y z (Å)
C (1.32, 0.29, 0.27)
C (-0.01, 0.54, 0.37)
C (0.78, 2.71, 0.15)
C (-1.21, -0.32, 0.36)
N (-0.24, 1.88, 0.24)
O (3.87, -1.04, -0.73)
P (4.91, -0.30, -0.02)
S (2.20, 1.75, 0.26)
H (1.81, -0.57, 0.25)
H (-1.71, -0.35, -0.51)
H (-0.90, -1.36, 0.51)
H (-1.98, -0.05, 1.01)
H (-1.11, 2.27, 0.30)
H (5.09, 1.04, -0.96)